Arrangement A

This record from OMol25 describes a cluster of 16 separate species, C4H30BO23 in total. The level of theory is the ωB97M-V functional and the def2-TZVPD basis.

Structure (ORCA input):
```
! wB97M-V def2-TZVPD RIJCOSX def2/J DEFGRID3
* xyz -1 1
O -8.901 -27.889 -10.787
C -9.144 -26.896 -10.166
O -10.210 -26.137 -10.299
B -10.198 -25.009 -9.364
O -9.065 -25.334 -8.464
C -8.345 -26.347 -8.960
O -7.327 -26.784 -8.520
O -11.434 -24.787 -8.574
C -11.944 -23.606 -8.837
O -12.958 -23.171 -8.352
C -10.988 -22.881 -9.788
O -10.040 -23.742 -10.110
O -11.153 -21.810 -10.296
O -8.606 -30.080 -12.804
H -8.229 -30.211 -11.926
H -8.839 -29.149 -12.817
O -12.109 -18.792 -12.223
H -11.702 -19.504 -11.718
H -12.839 -19.208 -12.691
O -6.619 -26.779 -12.419
H -7.308 -27.064 -13.026
H -7.075 -26.268 -11.745
O -6.499 -29.708 -10.499
H -5.727 -29.195 -10.753
H -7.153 -29.042 -10.255
O -15.334 -21.492 -8.245
H -14.404 -21.703 -8.085
H -15.776 -22.346 -8.261
O -9.959 -23.498 -13.615
H -10.151 -23.275 -12.698
H -9.363 -24.251 -13.544
O -5.522 -24.751 -7.425
H -5.790 -24.144 -8.133
H -6.287 -25.335 -7.342
O -7.372 -29.354 -6.766
H -7.628 -28.860 -5.981
H -7.999 -29.081 -7.441
O -13.589 -26.140 -6.156
H -13.428 -25.733 -5.300
H -13.900 -25.419 -6.714
O -12.861 -27.798 -8.968
H -12.051 -27.391 -8.652
H -13.562 -27.283 -8.555
O -8.794 -22.594 -7.077
H -9.138 -22.688 -6.184
H -9.019 -23.431 -7.504
O -7.523 -23.990 -11.565
H -7.564 -23.669 -10.650
H -7.050 -23.307 -12.047
O -6.614 -22.875 -9.151
H -7.311 -22.877 -8.473
H -6.284 -21.971 -9.163
O -9.266 -19.300 -10.464
H -9.456 -19.158 -9.532
H -9.576 -20.197 -10.638
O -14.869 -25.151 -9.690
H -14.443 -25.094 -10.551
H -14.494 -24.420 -9.184
*
```

Results
Frontier orbital gap ... 0.3688 hartree
Molecular weight ... 457.07 g mol⁻¹

The computed Löwdin charges, all in e, follow:
1 O 0.15
2 C -0.37
3 O 0.25
4 B -0.87
5 O 0.20
6 C -0.35
7 O 0.18
8 O 0.24
9 C -0.36
10 O 0.12
11 C -0.37
12 O 0.21
13 O 0.16
14 O -0.07
15 H 0.00
16 H 0.00
17 O -0.06
18 H 0.00
19 H 0.03
20 O -0.05
21 H 0.03
22 H -0.01
23 O -0.06
24 H 0.04
25 H -0.01
26 O -0.07
27 H 0.00
28 H 0.02
29 O -0.06
30 H 0.01
31 H 0.02
32 O -0.08
33 H -0.02
34 H 0.00
35 O -0.05
36 H 0.03
37 H 0.02
38 O -0.05
39 H 0.04
40 H 0.02
41 O -0.05
42 H 0.01
43 H 0.01
44 O -0.03
45 H 0.06
46 H 0.01
47 O -0.05
48 H 0.00
49 H 0.06
50 O -0.04
51 H 0.03
52 H 0.08
53 O -0.06
54 H 0.04
55 H 0.00
56 O -0.04
57 H 0.05
58 H -0.01

=====

Arrangement B

This record from OMol25 describes a structure of composition C4H30BO23. The level of theory is the ωB97M-V functional and the def2-TZVPD basis.

Structure (ORCA input):
```
! wB97M-V def2-TZVPD RIJCOSX def2/J DEFGRID3
* xyz -1 1
O 0.053 -2.317 -2.831
C -0.207 -1.763 -1.842
O 0.517 -1.152 -1.136
B -0.422 -0.395 -0.243
O -1.717 -0.873 -0.492
C -1.591 -1.627 -1.414
O -2.486 -2.374 -1.886
O -0.247 1.068 -0.388
C -0.188 1.471 0.794
O -0.482 2.654 1.100
C 0.129 0.447 1.703
O -0.016 -0.674 1.230
O 0.438 0.602 2.945
O 2.441 -1.459 -4.012
H 1.774 -1.996 -3.579
H 1.886 -1.358 -4.796
O -0.016 2.568 4.793
H 0.208 2.000 3.989
H -0.477 3.505 4.590
O -4.092 -4.311 -3.997
H -3.844 -5.269 -4.029
H -3.830 -4.118 -3.050
O -0.403 3.992 -1.372
H 0.510 3.831 -1.099
H -0.864 3.130 -0.920
O 2.674 -3.525 -0.702
H 2.634 -2.556 -1.010
H 2.651 -4.128 -1.456
O -0.331 -3.387 2.306
H -0.226 -2.372 2.100
H -1.263 -3.510 2.543
O 2.912 0.828 -0.514
H 3.059 0.400 -1.229
H 3.551 0.677 0.223
O -2.680 2.054 -1.760
H -2.146 2.064 -2.535
H -2.579 1.172 -1.419
O 2.160 3.776 -0.236
H 2.409 2.751 -0.336
H 1.975 3.939 0.702
O -5.051 -1.087 -1.972
H -4.220 -1.553 -1.771
H -5.758 -1.751 -2.283
O -1.204 4.453 1.868
H -0.194 4.838 1.729
H -1.036 3.651 1.359
O 0.410 -0.469 5.564
H 1.133 -0.058 5.919
H 0.531 -0.449 4.540
O -0.460 -4.356 -4.938
H -1.211 -4.196 -5.578
H -0.207 -3.661 -4.403
O 3.300 0.778 3.541
H 3.402 0.146 2.917
H 3.738 0.619 4.346
O 1.819 3.410 2.676
H 0.952 3.186 2.466
H 2.198 2.726 3.292
*
```

Results
Frontier orbital gap ... 0.2928 hartree
Molecular weight ... 457.07 g mol⁻¹

The computed Löwdin charges, all in e, follow:
1 O 0.19
2 C -0.56
3 O 0.35
4 B -0.73
5 O 0.39
6 C -0.41
7 O 0.12
8 O 0.31
9 C -0.32
10 O 0.11
11 C -0.36
12 O 0.28
13 O 0.06
14 O -0.06
15 H -0.02
16 H 0.04
17 O -0.16
18 H -0.01
19 H 0.11
20 O -0.10
21 H 0.05
22 H 0.04
23 O -0.12
24 H -0.04
25 H 0.07
26 O -0.08
27 H 0.06
28 H 0.04
29 O -0.10
30 H 0.06
31 H 0.03
32 O 0.06
33 H -0.06
34 H 0.10
35 O 0.00
36 H 0.03
37 H 0.01
38 O -0.10
39 H 0.08
40 H 0.01
41 O -0.11
42 H -0.02
43 H 0.07
44 O -0.12
45 H 0.12
46 H -0.19
47 O -0.07
48 H -0.04
49 H 0.05
50 O -0.06
51 H 0.07
52 H -0.06
53 O 0.03
54 H -0.02
55 H 0.04
56 O -0.05
57 H -0.06
58 H 0.05

=====

What are the relative energies? In hartree: arrangement A 0.0000; arrangement B 0.2737.

=====

Arrangement A

This record from OMol25 describes the ion C6H14NOSi with charge +1. The level of theory is the ωB97M-V functional and the def2-TZVPD basis.

Structure (ORCA input):
```
! wB97M-V def2-TZVPD RIJCOSX def2/J DEFGRID3
* xyz 1 1
C 0.522 0.042 -0.941
C 0.085 1.367 1.001
C 1.038 -0.081 -2.366
C 1.357 2.326 -0.979
C -2.631 -1.001 0.708
C 0.090 -2.360 2.142
N 0.705 1.187 -0.332
O 0.012 -0.999 -0.383
Si -0.809 -1.040 1.167
H 0.887 1.908 1.619
H -0.928 1.842 0.826
H 0.436 0.431 -3.157
H 0.727 -1.108 -2.705
H 2.041 0.229 -2.404
H 2.508 2.224 -1.228
H 1.303 3.172 -0.231
H 0.915 2.588 -1.948
H -3.112 0.025 0.478
H -2.932 -1.546 -0.268
H -3.211 -1.396 1.650
H 0.827 -3.000 1.602
H 0.693 -1.764 2.830
H -0.525 -3.044 2.922
*
```

Results
Frontier orbital gap ... 0.3510 hartree
Molecular weight ... 144.27 g mol⁻¹

The computed Löwdin charges, all in e, follow:
1 C -0.38
2 C -0.04
3 C 0.04
4 C -0.03
5 C -0.20
6 C -0.18
7 N -0.16
8 O -0.07
9 Si 0.81
10 H 0.10
11 H 0.08
12 H 0.12
13 H 0.12
14 H 0.07
15 H 0.14
16 H 0.11
17 H 0.10
18 H 0.06
19 H 0.07
20 H 0.07
21 H 0.06
22 H 0.02
23 H 0.11

=====

Arrangement B

This record from OMol25 describes a structure of composition C6H14NOSi. The level of theory is the ωB97M-V functional and the def2-TZVPD basis.

Structure (ORCA input):
```
! wB97M-V def2-TZVPD RIJCOSX def2/J DEFGRID3
* xyz 1 1
C 0.797 0.662 -1.134
C -0.475 -0.399 2.197
C 1.864 1.237 -1.978
C -0.663 2.437 -1.808
C 0.206 -1.390 3.185
C -1.285 -2.252 -0.351
N -0.290 1.264 -0.878
O 0.985 -0.448 -0.383
Si -0.421 -0.802 0.440
H -1.420 -0.766 2.434
H -0.380 0.571 2.587
H 2.673 0.659 -2.287
H 2.394 1.905 -1.272
H 1.372 1.707 -2.814
H -0.847 2.202 -2.910
H 0.282 2.961 -1.911
H -1.479 2.964 -1.375
H -0.023 -1.244 4.286
H -0.040 -2.353 2.848
H 1.250 -1.139 2.988
H -1.054 -2.236 -1.495
H -0.996 -3.266 -0.052
H -2.453 -2.273 -0.316
*
```

Results
Frontier orbital gap ... 0.3675 hartree
Molecular weight ... 144.27 g mol⁻¹

The computed Löwdin charges, all in e, follow:
1 C -0.48
2 C -0.28
3 C 0.03
4 C -0.03
5 C -0.10
6 C -0.14
7 N 0.05
8 O -0.07
9 Si 0.88
10 H 0.05
11 H 0.08
12 H 0.08
13 H 0.14
14 H 0.08
15 H 0.12
16 H 0.06
17 H 0.07
18 H 0.12
19 H 0.05
20 H 0.08
21 H 0.08
22 H 0.05
23 H 0.09

=====

What are the relative energies? In hartree: arrangement A 0.0072; arrangement B 0.0000.